# 1
{
  "formula": "C11H14Si",
  "method": "ωB97M-V/def2-TZVPD",
  "elements": ["C", "C", "C", "C", "C", "C", "C", "C", "C", "C", "C", "Si", "H", "H", "H", "H", "H", "H", "H", "H", "H", "H", "H", "H", "H", "H"],
  "xyz": [[-3.4089, 1.3579, -2.1025], [-3.1583, 1.7271, -0.7941], [-2.6560, 0.3264, -2.6771], [-2.1638, 1.1060, -0.0564], [-1.6003, -0.1837, -1.9167], [-1.3195, 0.1502, -0.6247], [1.4466, -2.5428, 1.1486], [0.7134, -2.1774, 0.0514], [1.7227, -1.6084, 2.3296], [0.9766, -0.3322, 2.0988], [2.2066, 1.6642, -0.8169], [0.2630, -0.3620, 0.2555], [-3.9446, 1.9811, -2.6998], [-4.0178, 2.1810, -0.3474], [-2.9138, -0.1910, -3.6304], [-2.1907, 1.3111, 1.0698], [-1.0094, -0.8973, -2.3960], [2.0485, -3.4969, 1.3189], [0.6873, -2.9097, -0.6760], [1.6000, -2.1113, 3.3058], [2.8788, -1.4854, 2.3490], [0.0495, -0.2197, 2.6984], [1.6176, 0.6307, 2.1552], [3.1519, 1.2026, -0.7219], [1.8537, 1.6284, -1.8337], [1.9994, 2.5885, -0.2818]],
  "atomic_forces_ev_per_a": [[2.82, -1.70, 0.01], [-0.55, -1.30, 0.16], [-0.18, -0.13, 0.44], [-0.97, 0.44, 2.23], [-0.82, -0.33, -1.13], [0.34, 1.38, 1.68], [0.72, -0.52, 0.47], [1.56, 1.05, 3.10], [1.91, -0.77, -0.76], [-1.00, 2.88, -0.65], [-2.51, -1.40, 0.39], [2.60, 0.25, -0.64], [-2.43, 1.21, -1.50], [0.25, 1.19, 0.66], [0.38, 1.00, 0.63], [0.48, -0.23, -1.69], [1.00, -1.25, -0.66], [-1.27, 0.83, -0.87], [-0.43, -1.05, -1.82], [-0.59, 0.19, -0.41], [-1.72, 0.25, -0.31], [0.75, 0.00, 0.28], [-1.22, -1.66, 0.18], [0.93, -0.30, 0.43], [-0.13, 0.24, -0.24], [0.11, -0.27, 0.00]],
  "lowdin_charge": [-0.083, -0.096, -0.053, -0.119, -0.128, -0.322, -0.188, -0.158, -0.301, -0.292, -0.044, 0.925, 0.071, 0.100, 0.119, 0.126, 0.082, 0.119, 0.021, 0.106, 0.139, 0.064, 0.090, -0.070, -0.065, -0.043],
  "homo_lumo_gap_ev": [7.132, 7.128],
  "homo_ev": [-7.085, -7.080],
  "de_lowest_ev": 4.8597,
  "total_charge": 0
}

# 2
{
  "formula": "C11H15BClNO4",
  "method": "ωB97M-V/def2-TZVPD",
  "elements": ["C", "C", "C", "Cl", "B", "C", "C", "N", "H", "H", "H", "H", "H", "H", "H", "H", "H", "H", "H", "H", "H", "C", "C", "C", "O", "C", "C", "C", "O", "O", "O", "H", "H"],
  "xyz": [[-1.6588, 0.5962, -2.9651], [-1.2485, -0.0581, -1.6269], [-0.0721, -1.0898, -1.7855], [-0.4929, -2.4066, -3.0122], [0.0887, -1.7432, -0.3139], [-0.6599, -3.1208, 0.0275], [-0.7762, -3.3287, 1.5791], [0.0458, -4.4748, 2.0911], [-2.4002, 1.3827, -2.7474], [-0.7932, 1.0074, -3.5094], [-2.1251, -0.1631, -3.6232], [-0.8771, 0.6724, -0.8845], [-2.0800, -0.6438, -1.1890], [0.8526, -0.6120, -2.1408], [0.7419, -1.1255, 0.4579], [-0.1953, -3.9771, -0.4982], [-1.6975, -3.0588, -0.3656], [-0.3871, -2.4136, 2.0631], [-1.8102, -3.4903, 1.9249], [0.5309, -4.8509, 1.2863], [-0.5922, -5.1719, 2.4493], [2.0125, 2.2882, 1.8780], [2.7046, 3.4394, 1.5839], [1.9178, 4.4423, 0.7179], [2.3517, 5.5562, 0.4165], [0.5995, 4.0452, 0.2286], [-0.0820, 2.8914, 0.5150], [0.6617, 1.9355, 1.4648], [0.1616, 0.8809, 1.8788], [-1.2245, 2.5382, 0.0943], [3.8738, 3.7459, 1.9419], [2.4877, 1.5276, 2.4925], [0.1421, 4.7797, -0.4297]],
  "atomic_forces_ev_per_a": [[-0.32, -0.41, 0.39], [1.08, -0.92, -0.52], [-0.37, -0.04, 1.14], [0.11, 0.24, -0.10], [-0.23, -0.29, -1.38], [-0.54, 0.80, 0.98], [0.81, 0.00, 0.12], [-0.42, 0.54, -0.34], [0.41, -0.15, -0.22], [-0.29, 0.03, 0.37], [0.17, 0.36, 0.26], [-0.54, 0.05, -0.20], [0.08, 0.57, -0.15], [-0.43, -0.13, -0.07], [-0.01, -0.12, 0.15], [-0.14, 0.30, 0.24], [0.55, -0.02, -0.17], [-0.42, -0.36, -0.13], [0.24, 0.22, -0.33], [0.05, -0.34, 0.22], [0.21, -0.27, -0.13], [-1.10, -1.24, 0.11], [0.88, 1.06, -0.16], [-1.55, -0.06, -0.72], [0.60, 0.05, 0.23], [0.81, 0.98, -0.18], [-0.60, -0.89, 0.24], [1.77, 0.24, 0.76], [-0.67, -0.21, -0.36], [0.35, 0.21, -0.03], [-0.50, -0.26, -0.08], [0.07, 0.07, 0.06], [-0.09, -0.02, 0.02]],
  "lowdin_charge": [-0.124, -0.268, -0.584, 0.501, -0.139, -0.178, -0.280, -0.031, 0.071, 0.075, 0.040, 0.088, 0.110, 0.092, 0.082, 0.082, 0.091, 0.093, 0.098, 0.035, 0.036, -0.038, -0.453, -0.387, -0.039, -0.037, -0.444, -0.386, -0.057, -0.114, -0.097, 0.082, 0.082],
  "homo_lumo_gap_ev": 4.381,
  "homo_ev": 0.022,
  "total_charge": -2
}

# 3
{
  "formula": "C11H15BN6O2Pt",
  "method": "ωB97M-V/def2-TZVPD",
  "elements": ["H", "N", "B", "N", "C", "Pt", "H", "C", "H", "C", "H", "C", "H", "H", "H", "N", "N", "N", "N", "C", "C", "H", "H", "C", "C", "C", "C", "H", "H", "H", "H", "H", "O", "C", "O", "H"],
  "xyz": [[0.9432, 3.1340, 1.3306], [0.6834, 1.6844, -0.2201], [0.1826, 0.4862, -2.4115], [0.5689, 1.7628, -1.5747], [0.8576, 3.0338, -1.9302], [-0.0208, 0.1561, 0.7997], [0.9021, 3.4188, -2.9650], [1.0790, 3.7747, -0.7601], [1.3286, 4.8342, -0.7025], [0.9077, 2.9235, 0.2942], [0.2386, 0.5707, -3.6270], [-2.0333, -2.1591, 3.9887], [-1.3291, -2.8705, 4.4532], [-1.3868, -1.6340, 3.1318], [-2.7750, -2.8392, 3.5292], [-1.2320, 0.1270, -1.8625], [1.1699, -0.5622, -1.7308], [-1.4645, -0.1184, -0.5313], [1.3055, -0.6578, -0.3733], [-2.3673, -0.1858, -2.4963], [1.9706, -1.4992, -2.2668], [-2.4362, -0.1283, -3.5530], [2.0567, -1.6225, -3.3442], [-3.3367, -0.5743, -1.5850], [2.5845, -2.2309, -1.2343], [-2.7318, -0.5403, -0.3381], [2.0879, -1.7225, -0.0511], [-4.3701, -0.7949, -1.8149], [3.3722, -2.9660, -1.3563], [-3.1356, -0.7309, 0.6470], [2.3041, -1.9300, 0.9684], [-2.6445, -1.5404, 4.7033], [2.7048, 0.6253, 3.8514], [1.6717, 0.3530, 3.2578], [1.6048, 0.3229, 1.9451], [0.7394, 0.0999, 3.8285]],
  "atomic_forces_ev_per_a": [[0.14, -0.11, 0.78], [-0.98, 3.04, -0.72], [0.09, -0.27, 1.31], [0.84, 1.49, -0.75], [-0.20, -0.62, -0.52], [-0.84, -0.17, 1.98], [-0.15, -0.66, 0.66], [0.21, 1.32, 0.51], [-0.16, -0.40, -0.09], [0.48, -0.03, -1.50], [0.07, -0.01, 0.94], [0.34, -0.31, -1.18], [-0.29, 0.67, 0.33], [-1.66, -0.57, 1.79], [0.36, 0.48, -0.25], [-0.74, -0.86, 0.33], [0.83, -0.83, -0.41], [-0.07, 0.10, 0.67], [0.84, -2.99, -1.96], [0.02, 0.09, 0.32], [-0.36, 0.26, -0.07], [-0.02, 0.14, -0.70], [0.01, 0.11, 0.29], [-0.58, -0.11, 0.22], [0.44, -0.34, 0.29], [0.02, 0.43, -1.26], [0.48, 0.82, -1.76], [0.20, -0.13, 0.06], [-0.39, -0.05, 0.02], [0.17, -0.05, -0.08], [0.16, -0.24, 0.48], [1.31, -0.21, -0.78], [-1.01, -0.15, -1.20], [0.28, -0.23, 2.51], [-0.33, 0.19, 0.21], [0.47, 0.19, -0.47]],
  "lowdin_charge": [0.130, -0.134, -0.369, 0.024, 0.072, 1.552, 0.175, 0.039, 0.145, -0.033, 0.144, -0.066, 0.020, -0.001, 0.017, -0.002, 0.019, -0.195, -0.172, 0.003, 0.045, 0.143, 0.160, 0.013, 0.040, -0.059, -0.033, 0.132, 0.137, 0.132, 0.126, 0.044, 0.190, -0.377, -0.209, 0.148],
  "homo_lumo_gap_ev": [9.554, 4.003],
  "homo_ev": [-16.172, -16.055],
  "de_lowest_ev": 0.5327,
  "total_charge": 2,
  "multiplicity": 5
}

# 4
{
  "formula": "C11H15ClSi",
  "method": "ωB97M-V/def2-TZVPD",
  "elements": ["C", "C", "C", "C", "C", "C", "C", "C", "C", "C", "C", "Si", "Cl", "H", "H", "H", "H", "H", "H", "H", "H", "H", "H", "H", "H", "H", "H", "H"],
  "xyz": [[-3.7484, -1.5429, -0.2785], [-3.1001, -1.0539, -1.3745], [-3.0246, -1.9859, 0.8098], [-1.7006, -0.8182, -1.3115], [-1.6260, -2.0138, 0.8151], [-0.9928, -1.4195, -0.2511], [2.7187, 2.9829, 0.5906], [3.2994, 1.7918, 0.6265], [-1.0089, -0.3145, -2.5321], [-0.7902, -2.8097, 1.8808], [3.4884, 4.2742, 0.5615], [2.2527, 0.1626, 0.6312], [3.0738, -1.0311, -0.7509], [-4.7890, -1.8342, -0.3069], [-3.6412, -0.7862, -2.2584], [-3.5805, -2.0442, 1.7842], [1.7569, 3.1391, 0.3082], [4.3928, 1.7368, 0.8326], [-1.7890, 0.3360, -3.0197], [-0.0996, 0.1829, -2.3451], [-0.6494, -1.1311, -3.1107], [-1.4902, -3.6555, 2.2932], [0.1317, -3.2810, 1.5634], [-0.6631, -2.1839, 2.7061], [4.6271, 4.1183, 0.5937], [3.0878, 4.9929, 1.2869], [3.2050, 4.7201, -0.3395], [0.6592, -0.5318, 0.5953]],
  "atomic_forces_ev_per_a": [[-0.20, -1.11, 0.18], [1.53, 0.74, 0.10], [-0.28, 0.63, 1.98], [0.29, -1.71, 0.35], [1.42, -1.18, 0.44], [-1.14, 1.14, -0.44], [3.48, 0.53, -0.01], [-0.89, -1.10, 0.20], [-1.86, 0.86, 0.04], [-3.44, -1.46, -0.47], [1.19, -0.81, 1.33], [-0.45, -0.12, 1.54], [0.68, -0.74, -1.04], [-0.29, 0.66, 0.04], [-0.17, 0.17, -0.44], [0.59, -0.96, -0.98], [-3.15, -0.03, -0.35], [-0.86, -0.24, -0.22], [1.34, -0.60, -0.24], [0.88, 1.25, 0.59], [-0.36, -0.83, -0.98], [1.32, 1.37, -0.85], [0.05, 0.33, -0.39], [0.73, 1.04, 1.44], [-1.80, 0.44, 0.19], [0.53, -0.23, 0.35], [0.01, 0.84, -1.81], [0.84, 1.13, -0.55]],
  "lowdin_charge": [-0.113, -0.065, -0.085, -0.279, -0.292, 0.046, -0.279, -0.309, -0.061, -0.050, -0.104, 0.324, 0.201, 0.104, 0.102, 0.128, 0.055, 0.068, 0.099, 0.046, 0.074, 0.106, 0.066, 0.037, 0.108, 0.076, 0.045, -0.049],
  "homo_lumo_gap_ev": [8.034, 6.022],
  "homo_ev": [-8.499, -6.909],
  "de_lowest_ev": 5.2341,
  "total_charge": 0
}